Entry from OMol25: an isolated molecule of C16H23BrN2O (ωB97M-V/def2-TZVPD).

Calculated values
Relative energy (zero: lowest compared OMol25 entry of this formula, charge and spin) in kcal per mole: 385.3
Net charge: 0
SMILES: CCCCCCCCC(=O)N/N=C/c1cccc(Br)c1
HOMO in hartree: -0.2805
Kohn-Sham gap in eV: 7.19

Last column: natural (NBO) charge in e.
CARTESIAN COORDINATES (ANGSTROEM)
C1 -0.7966 -0.9336 -2.8955  -0.5388
H1 -0.4632 -0.0404 -2.4206  0.2047
C2 -1.1293 -1.9615 -2.0698  -0.4139
C3 -0.2196 -2.3746 -0.9624  -0.3885
C4 1.0650 -3.0945 -1.6112  -0.3511
C5 1.8976 -3.5288 -0.2966  -0.4118
C6 2.2480 -2.5361 0.8799  -0.3484
C7 3.0378 -1.1737 0.0130  -0.3455
C8 3.4583 -0.2109 1.1500  -0.5463
C9 4.1685 0.9552 0.6417  0.7019
O1 5.2516 1.4542 0.6346  -0.5425
N1 3.1241 1.9738 -0.0145  -0.4400
N2 1.9399 1.4687 -0.0244  -0.1766
C10 1.1366 2.5093 -0.4930  -0.0555
C11 -0.3154 2.1226 -0.6647  -0.0091
C12 -0.8951 1.1048 0.4120  -0.1712
C13 -2.1352 0.6834 0.2871  -0.1293
C14 -3.0665 1.4771 -0.5303  -0.1853
C15 -2.4101 2.6409 -1.4793  -0.1611
C16 -1.1962 2.8872 -1.2635  -0.2806
H2 -0.8197 3.6137 -2.1088  0.1992
H3 -3.2925 3.1715 -1.9197  0.2327
H4 -4.0854 1.3997 -0.5820  0.2036
Br1 -2.9273 -0.4849 1.5250  0.0622
H5 -0.1622 0.7793 0.7089  0.1713
H6 1.5438 3.3179 -1.1043  0.1861
H7 3.6247 2.5191 -0.3809  0.3500
H8 4.2904 -0.5590 1.8477  0.2345
H9 2.5688 0.0159 1.9575  0.2646
H10 2.4225 -0.6981 -0.4656  0.1812
H11 3.9415 -1.4105 -0.4861  0.2018
H12 1.4113 -2.1047 1.1174  0.1990
H13 3.0194 -2.8559 1.4639  0.2163
H14 1.4308 -4.4021 0.1307  0.1979
H15 2.8313 -3.8990 -0.8026  0.1963
H16 1.6117 -1.9576 -1.9997  0.1719
H17 0.8445 -3.7412 -2.3058  0.1933
H18 -0.0791 -1.3962 -0.1286  0.1856
H19 -0.7369 -3.0090 -0.2184  0.2052
H20 -1.5793 -2.8334 -2.5270  0.2086
H21 -2.1576 -1.8486 -1.4205  0.1798
H22 -0.1036 -1.1512 -3.3049  0.1583
H23 -1.7371 -0.7425 -3.6590  0.1899

Cartesian forces, eV/Å:
-15.53 8.29 3.49
-0.54 1.14 0.82
-6.34 -4.11 6.84
0.91 0.71 1.48
1.97 9.96 8.02
1.65 -0.90 -2.11
3.84 1.02 -8.87
4.87 -5.85 9.03
0.53 -1.23 3.81
-3.38 5.43 -2.02
1.04 -1.59 0.59
-2.38 -15.60 10.13
-4.44 7.12 -2.63
-1.49 -5.64 -0.28
1.64 -2.63 6.55
-7.52 8.81 -10.40
-4.94 2.47 -1.31
6.37 2.40 -2.08
-11.95 -5.85 4.07
5.57 4.99 -5.66
0.01 -0.61 2.00
1.72 -0.10 -0.17
-2.30 -0.70 0.08
-0.01 -0.68 0.26
12.75 -6.91 7.22
0.00 0.11 0.61
7.65 11.24 -7.77
-1.06 -0.73 -0.82
2.10 -0.05 -2.46
-6.68 4.52 -5.69
0.54 -0.84 -0.84
-4.35 2.21 2.77
1.25 -1.09 2.17
-0.39 -0.47 0.09
-0.30 0.11 1.11
-1.06 -3.96 0.32
-0.92 -3.57 -3.61
0.48 -2.41 -2.91
0.11 -0.38 -0.75
0.84 -0.65 -0.96
1.80 0.96 -1.41
15.33 -4.92 -10.40
2.63 -0.01 1.70

Entry from OMol25: a cluster of 2 separate species, C16H23Cl2F3N3O4S in total (ωB97M-V/def2-TZVPD).

Calculated values
Net charge: +1
HOMO in hartree: -0.4564
Kohn-Sham gap in eV: 6.78

Last column: natural (NBO) charge in e.
CARTESIAN COORDINATES (ANGSTROEM)
C1 2.0570 -3.4036 3.8540  -0.0664
C2 1.8713 -2.8691 2.7814  -0.1304
C3 1.6020 -2.1325 1.4859  -0.0311
C4 1.2245 -2.8686 0.2436  -0.0913
C5 0.9922 -2.0162 -0.9926  0.0450
C6 0.5796 -2.7781 -2.3229  -0.2787
N1 -0.0031 -4.1193 -1.9960  -0.7984
C7 1.1240 -0.5225 -0.9524  -0.0685
S1 0.8864 0.5803 -2.3928  2.0045
O1 0.5365 -0.0985 -3.6362  -0.8387
O2 -0.1135 1.6309 -2.1503  -0.8704
C8 2.4936 1.5122 -2.7458  0.7707
F1 3.6188 0.7579 -2.4677  -0.3100
F2 2.5206 2.7611 -2.1853  -0.2831
F3 2.5008 1.7121 -4.1226  -0.2892
N2 1.4542 0.1129 0.2767  -0.1260
N3 1.5764 1.4919 0.2593  -0.4565
C9 0.4796 2.1990 0.9821  -0.2569
C10 -0.9768 1.5882 0.7882  -0.4375
C11 -1.7070 1.1915 2.1669  -0.4130
C12 -1.8967 -0.3835 2.3559  -0.6266
C13 1.6995 -0.6206 1.4436  0.2870
C14 2.1214 0.0629 2.8211  -0.1453
O3 0.9577 0.2586 3.6516  -0.2662
O4 1.3149 0.1299 4.9712  -0.3967
H1 2.1795 -3.8449 4.8725  0.2819
H2 1.1527 -3.9837 0.2524  0.2771
H3 1.4335 -2.9739 -3.0305  0.2545
H4 -0.2641 -2.2262 -2.8471  0.2611
H5 0.7345 -4.7606 -1.6922  0.3568
H6 -0.7402 -4.0283 -1.2887  0.3649
H7 2.4911 1.8038 0.6036  0.3953
H8 0.4528 3.2858 0.6470  0.2475
H9 0.6646 2.2536 2.1080  0.1989
H10 -1.0515 0.7371 0.0568  0.2175
H11 -1.6172 2.4239 0.3562  0.2444
H12 -2.7511 1.6389 2.1319  0.2256
H13 -1.1682 1.6013 3.0657  0.2130
H14 -1.3933 -0.9516 1.5227  0.1794
H15 -2.9977 -0.6082 2.4519  0.2337
H16 -1.4362 -0.6789 3.3543  0.2222
H17 2.9137 -0.5279 3.3614  0.2535
H18 2.5591 1.0749 2.5227  0.1885
H19 2.1279 0.6628 5.1146  0.4546
Cl1 -4.8090 0.8766 -4.7559  -0.0502
C15 -4.1979 2.2121 -3.7484  -0.3930
C16 -3.2239 1.7314 -2.6956  -0.3824
Cl2 -4.0226 0.7551 -1.4339  -0.0737
H20 -5.0542 2.7187 -3.3024  0.2268
H21 -3.6995 2.9127 -4.4201  0.2280
H22 -2.7708 2.5867 -2.1923  0.2208
H23 -2.4258 1.1317 -3.1309  0.2267

Cartesian forces, eV/Å:
-0.15 0.12 0.24
-0.31 1.01 -1.24
-0.46 0.06 -1.59
0.65 4.23 0.69
0.59 0.89 0.84
-1.32 -0.84 0.47
0.78 1.03 0.01
0.51 -3.04 2.11
-3.86 2.45 -2.66
1.77 -0.72 2.19
2.11 -1.50 1.09
1.91 1.16 -2.09
-1.95 1.39 0.24
0.16 -2.58 -0.51
-0.28 -0.50 2.68
0.49 -3.18 0.82
-0.26 1.17 -0.05
-1.33 0.85 0.98
-0.88 0.87 0.57
-0.42 -0.46 -0.57
0.18 0.64 1.03
-0.25 -2.21 0.45
0.13 0.95 -1.63
0.69 0.07 -2.37
0.98 -0.35 1.89
-0.13 0.57 -1.62
0.01 1.35 -0.15
-0.76 0.69 0.81
1.45 -0.38 0.59
-0.61 0.13 -0.10
0.39 -0.28 -0.41
-0.34 -0.51 -0.26
0.40 -1.52 0.05
0.02 -0.30 -1.39
0.23 0.88 0.73
0.96 -1.14 0.25
1.42 -0.38 0.13
-0.53 -0.23 -1.03
-0.73 0.37 0.82
1.26 -0.05 -0.48
-0.48 0.14 -1.39
-1.00 0.26 -0.74
-0.41 -1.14 0.73
-0.66 0.06 -0.14
-0.01 -0.01 0.05
0.01 0.12 0.03
0.10 0.20 -0.19
0.04 -0.09 0.08
0.06 -0.13 0.00
0.05 -0.09 0.08
-0.07 -0.04 -0.05
-0.16 0.02 0.02

Entry from OMol25: a structure of composition C16H23CoN6Se2Si (ωB97M-V/def2-TZVPD).

Calculated values
Relative energy (zero: lowest compared OMol25 entry of this formula, charge and spin) in kcal per mole: 0.0
Net charge: +2
2S+1: 5
HOMO (alpha / beta) in hartree: -0.5338 / -0.5341
Kohn-Sham gap (alpha / beta) in eV: 8.41 / 6.75

Last column: Löwdin spin population.
CARTESIAN COORDINATES (ANGSTROEM)
Co1 -0.1838 -0.3180 -0.5164  2.9279
Se1 -1.0696 -3.1446 -0.2187  0.0529
Se2 0.3869 -3.5376 -1.9843  0.0045
C1 1.8355 -2.3865 -1.4769  0.0077
C2 3.1104 -2.8564 -1.7467  0.0024
C3 4.1976 -2.0511 -1.4587  0.0008
C4 3.9871 -0.8035 -0.8906  0.0013
C5 2.6914 -0.4100 -0.6522  0.0094
N1 1.6245 -1.1795 -0.9435  0.0548
C6 -2.3313 -2.0611 -1.1683  0.0118
C7 -3.5775 -2.5167 -1.5397  0.0023
C8 -4.3970 -1.6514 -2.2596  0.0050
C9 -3.9390 -0.3885 -2.5908  0.0014
C10 -2.6782 -0.0054 -2.1727  0.0095
N2 -1.8982 -0.8270 -1.4601  0.0621
H1 3.2448 -3.8465 -2.1606  0.0005
H2 5.2009 -2.4014 -1.6628  0.0000
H3 4.8070 -0.1470 -0.6384  0.0002
H4 2.4747 0.5590 -0.2210  0.0022
H5 -3.8938 -3.5194 -1.2899  0.0009
H6 -5.3829 -1.9716 -2.5712  0.0002
H7 -4.5449 0.2986 -3.1634  0.0002
H8 -2.2675 0.9692 -2.3980  0.0006
C11 -1.9122 -1.7432 3.1075  -0.0002
Si1 -0.3372 -0.8113 2.8761  0.0741
C12 -0.1049 0.4089 4.2450  0.0640
C13 1.1500 -1.8798 2.6794  -0.0008
C14 -0.4966 0.4231 1.4232  0.5367
H9 -1.9714 -2.1054 4.1378  0.0006
H10 -2.0081 -2.6187 2.4653  -0.0002
H11 -2.7758 -1.0921 2.9456  0.0000
H12 -0.1283 -0.1409 5.1911  0.0118
H13 -0.9008 1.1550 4.2711  0.0000
H14 0.8563 0.9213 4.1746  -0.0002
H15 1.4273 -2.3448 3.6285  -0.0005
H16 2.0061 -1.2834 2.3486  -0.0001
H17 0.9890 -2.6826 1.9559  -0.0004
H18 0.2572 1.2142 1.4845  0.0273
H19 -1.4745 0.9027 1.3078  0.0301
N3 1.7385 4.7250 -0.5019  0.0012
C15 0.7457 4.8554 -1.3865  0.0030
N4 0.4139 6.0617 -1.8263  0.0030
N5 0.0357 3.8371 -1.8653  0.0102
C16 0.1276 2.6002 -1.5705  0.0202
N6 0.0861 1.4355 -1.4638  0.0611
H20 2.2821 5.5119 -0.1892  0.0001
H21 2.0440 3.8104 -0.2239  0.0001
H22 0.8960 6.8979 -1.5446  0.0001
H23 -0.3429 6.1385 -2.4854  0.0000

Cartesian forces, eV/Å:
-0.02 -0.49 -0.04
0.08 -0.01 0.08
-0.03 -0.02 0.00
0.00 0.07 0.04
0.08 -0.03 -0.01
0.10 -0.05 -0.03
0.00 0.01 0.00
-0.10 -0.09 0.00
0.12 0.17 -0.02
-0.17 0.10 -0.15
-0.01 0.02 -0.04
-0.09 -0.07 -0.01
0.01 0.03 -0.02
0.04 -0.08 0.03
-0.13 0.13 -0.05
0.00 0.01 0.00
-0.01 0.00 0.00
0.01 -0.02 -0.01
-0.03 0.00 0.00
0.00 0.01 0.00
0.02 -0.02 0.01
-0.01 -0.01 0.00
-0.01 0.00 0.01
-0.29 -0.12 0.01
-0.11 0.00 -0.27
0.06 0.26 0.31
0.36 -0.21 -0.14
-0.04 0.40 0.29
0.01 0.02 -0.03
-0.04 -0.01 -0.02
0.00 -0.07 0.02
0.01 0.05 0.00
0.03 -0.01 0.04
-0.03 0.01 0.03
-0.04 0.02 -0.02
0.01 -0.07 0.03
0.07 0.03 0.03
0.03 -0.04 -0.12
0.01 -0.07 -0.07
0.05 -0.07 0.04
-0.06 -0.07 -0.06
0.02 0.05 0.00
-0.14 -0.04 0.04
0.02 0.07 -0.33
0.20 0.21 0.40
-0.02 0.02 -0.01
0.01 0.01 0.01
0.01 -0.01 0.00
0.00 0.00 0.00

Entry from OMol25: a cluster of 3 separate species, C16H23F2N2O13PS2 in total (ωB97M-V/def2-TZVPD).

Calculated values
Net charge: 0
SMILES: CCOCC[C@]1(CCOC=O)OS(=O)(=O)O[C@]1(N=C=S)[PH2]=N.O=C1OC[C@@H](F)O1.O=C1OC[C@@H](F)O1
HOMO in hartree: -0.3578
Kohn-Sham gap in eV: 8.76

Last column: natural (NBO) charge in e.
CARTESIAN COORDINATES (ANGSTROEM)
C1 1.2272 1.4417 0.9093  -0.6725
C2 1.2462 1.7882 -0.6576  -0.0685
O1 0.2841 1.0563 -1.4372  -0.5494
C3 -1.0754 1.3701 -1.0092  -0.1032
C4 -2.0903 1.0292 -2.1909  -0.4888
C5 -3.2460 -0.0039 -1.8064  0.2925
C6 -2.8400 -1.5651 -1.7212  -0.4603
C7 -1.6423 -1.8417 -0.7079  -0.1104
O2 -1.6000 -3.2527 -0.2676  -0.5349
C8 -1.0346 -3.3219 1.0225  0.6522
O3 -0.0296 -2.6969 1.3912  -0.5898
O4 -4.0373 -0.0173 -3.0652  -0.6637
S1 -5.2080 1.2003 -2.9710  2.3708
O5 -4.9083 2.3254 -3.9114  -0.8635
O6 -6.6195 0.7761 -3.2960  -0.8239
O7 -4.9382 1.6542 -1.3803  -0.6722
C9 -4.3729 0.4416 -0.7454  0.0612
N1 -5.5814 -0.4521 -0.7408  -0.5244
C10 -5.5390 -1.3058 0.2224  0.2612
S2 -5.3379 -2.6294 1.2018  0.1356
P1 -3.8523 1.1144 0.9494  1.2539
N2 -3.1389 0.0392 1.9000  -1.2976
H1 2.2327 1.7775 1.3365  0.2366
H2 1.1066 0.3365 1.1370  0.2275
H3 0.4172 2.0385 1.4564  0.1952
H4 2.2896 1.5180 -1.0389  0.2059
H5 1.0408 2.9159 -0.7342  0.1649
H6 -1.1090 2.5114 -0.8571  0.1852
H7 -1.2424 0.7895 -0.0488  0.1885
H8 -1.4677 0.5081 -3.0050  0.2681
H9 -2.4828 1.9807 -2.6963  0.2639
H10 -2.4433 -1.8148 -2.7699  0.2441
H11 -3.7320 -2.2447 -1.5597  0.2551
H12 -0.6690 -1.6916 -1.2963  0.2156
H13 -1.6932 -1.2229 0.2391  0.2217
H14 -1.5010 -4.0468 1.7796  0.1541
H15 -5.0175 1.6028 1.6469  0.0003
H16 -3.0065 2.2541 0.7385  -0.0068
H17 -2.1994 0.4310 2.1073  0.3770
C11 2.2755 -3.8393 -0.1444  -0.1424
C12 3.7089 -4.1583 0.1415  0.4416
O8 4.2171 -4.5205 -1.1277  -0.4864
C13 3.4724 -3.8233 -2.0318  0.9606
O9 3.7789 -3.6660 -3.1741  -0.5575
O10 2.3378 -3.3221 -1.4684  -0.4822
F1 3.8157 -5.2258 0.9707  -0.3274
H18 1.6358 -4.7263 -0.1309  0.1947
H19 1.8672 -3.1032 0.5452  0.2382
H20 4.2854 -3.3199 0.5425  0.1573
C14 5.8359 4.2698 2.7891  -0.1324
C15 4.3944 3.8856 2.9084  0.4418
O11 4.3686 2.5675 2.3966  -0.4931
C16 5.6040 2.0517 2.6593  0.9602
O12 5.8670 0.8900 2.6172  -0.5479
O13 6.4978 3.0270 2.9829  -0.4742
F2 3.6149 4.6689 2.1235  -0.3259
H21 6.0858 4.6646 1.8006  0.2062
H22 6.1375 4.9969 3.5438  0.2103
H23 4.0105 3.8896 3.9324  0.1571

Cartesian forces, eV/Å:
0.23 0.52 -0.01
0.50 -0.04 1.25
-0.67 0.74 0.60
0.62 0.66 -0.65
1.02 -0.60 0.49
-0.22 -1.22 -0.97
1.03 0.08 -0.31
0.84 0.29 -0.81
0.00 0.78 2.54
1.91 0.50 0.36
-3.10 -1.19 -1.24
-2.20 1.89 1.24
-3.39 2.29 -4.89
0.89 -2.61 3.24
4.39 -0.19 2.34
0.53 -1.38 -1.76
-1.01 1.70 -1.08
1.93 -2.71 4.61
0.63 -1.59 -1.24
-0.92 3.68 -2.38
1.19 -0.91 2.05
0.36 1.20 -0.90
-1.41 -0.47 -0.52
0.09 1.26 -0.46
1.02 -0.91 -0.73
-1.65 0.46 0.20
0.45 -1.45 -0.19
-0.11 -1.60 0.24
-0.20 0.89 -1.06
-0.97 0.60 1.22
0.21 -1.47 1.01
-0.68 0.40 1.48
0.94 1.09 0.08
-1.32 0.26 1.15
0.00 -0.52 -1.36
0.15 0.68 -1.62
0.17 -0.12 -1.29
-0.86 -0.27 -0.47
-0.61 -0.65 -0.04
-0.64 0.42 0.47
0.18 -0.61 0.22
-0.28 0.61 0.02
0.10 0.17 -1.42
-0.23 -0.15 0.76
0.59 -0.23 -0.14
0.16 0.00 0.11
0.23 -0.09 0.06
0.05 0.01 -0.29
0.04 -0.16 0.09
0.66 0.68 0.20
-0.52 0.21 -0.44
0.45 0.22 0.52
0.66 -1.44 -0.13
-0.21 0.81 -0.04
-0.54 -0.31 -0.08
-0.19 0.02 0.07
-0.26 -0.04 0.00
0.10 -0.22 0.01
-0.13 0.07 -0.12

Entry from OMol25: a cluster of 2 separate species, C16H23F8INO6P in total (ωB97M-V/def2-TZVPD).

Calculated values
Net charge: 0
HOMO in hartree: -0.3206
Kohn-Sham gap in eV: 7.47

Last column: natural (NBO) charge in e.
CARTESIAN COORDINATES (ANGSTROEM)
C1 -1.4272 -0.8852 0.6515  -0.6590
C2 -0.0476 -0.5660 -0.1158  -0.0866
O1 -0.1701 -0.3707 -1.5520  -0.7879
P1 -0.7024 1.1924 -1.9634  2.2715
O2 -1.7854 1.7683 -1.0291  -1.1016
C3 0.7360 2.4258 -2.2562  -0.7843
C4 1.5351 2.8013 -0.9117  -0.4169
C5 1.6331 4.3736 -0.5784  -0.0542
C6 3.1235 4.9114 -0.9336  -0.4044
C7 2.7283 6.4686 -1.1222  -0.4858
C8 1.1600 6.5142 -1.4300  0.3925
C9 0.3632 7.7625 -2.0436  0.6689
O3 0.3403 7.8249 -3.3280  -0.6431
O4 -0.2688 8.6432 -1.2043  -0.6976
N1 0.6068 5.3281 -1.0798  -0.5292
I1 -1.4291 5.1921 -1.3236  0.5192
O5 -1.4515 1.0376 -3.5176  -0.7912
C10 -2.7695 0.4331 -3.3930  -0.0817
C11 -3.8713 1.5940 -3.7144  -0.6431
H1 -1.4244 -1.8922 1.2118  0.2307
H2 -2.3118 -0.7816 -0.0848  0.2346
H3 -1.5901 -0.0370 1.4266  0.2216
H4 0.4697 0.2822 0.4496  0.1765
H5 0.6318 -1.4971 0.0239  0.2002
H6 1.4656 1.8455 -2.9500  0.2569
H7 0.3612 3.3124 -2.8711  0.2767
H8 2.6132 2.3993 -1.0473  0.2335
H9 1.1405 2.2825 0.0375  0.2330
H10 1.5572 4.4079 0.5818  0.2130
H11 3.3244 4.5939 -2.0294  0.2189
H12 3.9020 4.6330 -0.1431  0.2539
H13 3.4486 7.1453 -1.6927  0.2720
H14 2.7602 6.8898 -0.0375  0.2490
H15 -2.9614 -0.0747 -2.3814  0.1960
H16 -2.9669 -0.3844 -4.1934  0.1875
H17 -4.9436 1.1897 -3.7386  0.2197
H18 -3.5507 2.0635 -4.7232  0.2162
H19 -3.7041 2.4095 -2.9207  0.2220
C12 1.1001 -6.1321 4.2306  -0.1416
C13 1.0884 -7.2376 3.1546  0.5948
C14 1.4728 -6.7944 1.7432  0.5179
F1 0.6254 -5.8751 1.2425  -0.3201
F2 1.4340 -7.8498 0.8897  -0.3220
F3 -0.1217 -7.8480 3.1604  -0.3099
F4 1.9872 -8.1875 3.5502  -0.3246
O6 -0.1640 -5.5450 4.5627  -0.5054
C15 -0.6053 -4.4723 3.7549  0.8453
C16 -1.9109 -4.7887 3.0206  0.5012
F5 -1.7717 -5.8546 2.2017  -0.3138
F6 -2.2927 -3.7463 2.2412  -0.3236
F7 0.3847 -4.0858 2.9274  -0.3192
F8 -0.8074 -3.4333 4.6013  -0.3187
H20 1.4187 -6.6176 5.1582  0.2324
H21 1.8651 -5.3742 4.0417  0.2091
H22 2.4867 -6.3851 1.7195  0.1416
H23 -2.7147 -5.0090 3.7267  0.1591

Cartesian forces, eV/Å:
-0.32 1.10 0.09
0.27 -1.71 2.11
-0.53 2.99 -0.09
-3.48 0.98 -0.22
3.10 -1.57 -1.49
0.78 -1.58 -0.75
-0.03 -0.14 0.04
1.48 -2.04 2.54
-2.75 1.40 -2.23
-0.10 0.49 2.32
0.91 -1.15 0.28
-3.31 4.31 -0.31
0.91 -1.30 4.15
3.65 -5.06 -2.98
2.12 3.00 -1.61
0.23 -0.42 0.35
1.43 -0.84 2.83
-2.58 -0.21 -0.87
1.60 0.04 0.32
0.05 1.64 -1.21
1.46 -0.46 1.23
0.18 -1.51 -1.25
-0.66 -0.92 -1.22
-1.02 1.64 -0.56
-1.20 1.04 1.05
0.26 -1.26 1.06
-1.75 0.87 0.31
0.27 0.73 -1.73
0.00 0.13 -1.83
0.23 -0.11 2.02
-1.23 0.54 -1.39
-1.45 -1.10 0.32
-0.19 -0.31 -1.63
0.45 1.02 -1.37
1.04 1.30 1.20
1.66 0.65 0.06
-0.79 -0.88 1.54
-0.63 -1.25 -1.10
0.22 0.05 0.86
-0.76 -0.14 0.60
0.34 -0.32 -0.82
-0.01 -0.06 0.12
0.04 -0.10 0.34
0.18 0.19 -0.24
0.22 0.36 -0.27
-0.21 0.44 -1.51
1.39 -0.34 1.32
-0.71 -0.37 -0.37
0.16 0.14 0.28
0.27 0.09 0.30
-0.47 0.25 -0.16
-0.42 -0.17 -0.31
-0.23 -0.10 -0.19
-0.19 -0.09 -0.27
0.01 0.00 0.18
0.16 0.10 0.16